Entry 1:
Below is a molecular structure, C39H45MnN5O at a distorted geometry, with properties calculated with ωB97M-V/def2-TZVPD.

Positions of all 91 atoms, in Å:
H 4.3407 -0.1988 -1.3197
H -0.7282 -3.2535 -0.4812
H 0.4567 2.9978 -2.3843
H 1.9754 1.9413 -6.8419
H 2.0569 3.7351 -2.1688
H -5.1832 0.6095 4.5072
H 0.9214 -0.7686 6.4367
H -1.9430 -4.0055 6.1573
C 3.5848 -0.1229 1.5563
H -5.2809 1.7881 1.0720
N -2.3491 -0.4963 3.2339
C 2.7808 1.1025 -0.6356
C -0.2780 -3.4109 0.4953
H 3.3824 0.3755 -6.0589
H 2.7098 -1.9410 -0.0760
C -0.4263 -2.4722 6.4024
H 0.2180 1.9114 2.9195
C -0.2367 -4.3211 2.7030
H -3.6431 0.5804 5.4009
H 1.8420 -3.7441 -2.5212
C 0.0521 -1.2315 5.9646
H -1.0610 2.5747 1.0451
H -0.6420 -4.9441 3.4978
C 1.5158 2.7735 -2.2020
C 0.9112 -3.5527 2.9408
H -2.8230 0.8921 0.3113
C -0.8971 2.1212 -5.0443
H 4.4367 -0.4518 0.9486
C 0.9055 -2.7191 0.8046
H -0.2577 0.4000 4.5544
H 1.3467 0.5746 3.2562
C -1.7427 0.6823 -3.1600
C -1.6949 -1.1687 4.3146
H -1.4419 1.0202 -2.1530
H 1.3926 -3.5785 3.9210
H 3.2599 -0.2337 -4.4011
C -0.5813 -0.5790 4.9112
C 1.2128 1.6863 -6.1061
H -0.7748 3.2536 -0.5674
H -6.0731 0.7388 2.2646
C -1.5645 -3.0403 5.8143
C 1.4488 -2.7583 -2.6610
C -2.2173 -2.3770 4.7806
H 1.8860 2.2133 -3.0707
H 4.7508 1.5277 -1.3724
C 2.7274 -0.1634 -5.3624
C 1.6161 -1.8716 -0.1590
C 0.6612 -0.7217 -2.0348
C 1.2371 1.5419 2.7491
C -1.8531 -0.2123 1.9768
H -5.2711 2.2446 2.7869
C 2.6571 0.7273 0.7590
H -1.9449 -0.3965 -3.1124
H -3.1107 -2.7858 4.3035
H 1.9283 2.2488 3.2391
N 1.4807 -2.7732 2.0147
H -0.7735 3.2901 -7.8303
C 3.9341 0.8010 -1.5215
H -4.4710 -0.9481 4.9907
H 2.5921 -1.1795 -5.7590
H 0.7584 4.0036 -7.3292
C -4.2477 0.0649 4.6414
C 1.5280 1.4194 1.3035
C -0.7087 1.0311 -4.1815
C 1.6806 1.9901 -0.9499
H -0.7374 4.4063 -6.4659
C 0.0513 2.4538 -6.0164
O -0.6937 -0.5407 1.6249
H -1.7456 -4.8005 1.2261
H 3.6447 0.8493 -2.5788
C 1.4391 0.5910 -5.2574
H -1.8051 2.7179 -4.9508
C 0.8697 2.1300 0.2379
H 3.0664 -1.0204 1.9344
Mn 0.9699 0.0772 -0.3729
H 0.0870 -2.9978 7.2100
N 1.1533 -1.9253 -1.5997
N 0.6921 -0.8097 -3.3928
H 1.1268 -2.3929 -4.8003
H -0.0186 3.9967 0.8564
N -3.5821 0.0353 3.3613
C -0.1862 3.5987 -6.9565
H 3.9713 0.4348 2.4222
C -0.8436 -4.2420 1.4531
C -0.3012 3.0351 0.3987
H -2.6801 1.1939 -3.4105
C 1.1112 -2.0868 -3.7748
C -2.8958 0.5151 1.3178
C 0.4680 0.2771 -4.2918
C -5.2067 1.3936 2.0923
C -3.9233 0.6696 2.2203

Summary:
* spin multiplicity: 5
* LUMO level (spin up / spin down): 2.3 / 2.3 eV
* net charge: -1
* energy relative to the best compared isomer or geometry (same formula, charge and spin): 0.000 eV
* HOMO level (spin up / spin down): 0.20 / -3.19 eV
* gap between HOMO and LUMO (spin up / spin down): 0.07641 / 0.20083 Eh

***

Entry 2:
Below is a molecular structure, C39H45N5ORh at a distorted geometry, with properties calculated with ωB97M-V/def2-TZVPD.

Positions of all 91 atoms, in Å:
H 1.9755 4.0499 -2.6932
C -2.8026 3.0497 -0.4229
H -8.1745 -2.2283 -3.7224
N 4.2633 0.1719 0.9368
C 3.2092 0.7718 1.6797
H -0.4787 0.1654 3.3689
H 2.3593 0.3860 3.7493
O 1.6222 0.6585 0.6459
C 6.2376 1.8107 -1.8148
C -5.3494 -1.4313 -3.1892
H -7.0428 -3.5318 -3.3855
H 3.9805 3.8102 -1.1654
H -6.4745 1.7367 0.2707
C -3.8412 2.5295 -0.9511
H 0.6276 -2.8426 -2.0170
H -0.2520 3.0358 -1.9544
C 1.8910 3.5405 -1.7481
H 2.3295 -2.7491 0.9445
H 3.6208 2.7790 1.0650
H 7.7369 3.2017 0.9450
H 6.3049 1.7944 -2.8994
H -3.3679 -3.6876 0.2149
C 0.2582 -0.4030 2.7780
H 5.9666 1.8602 2.1078
H -2.8990 -1.5643 3.2379
H -2.8587 0.7763 -3.5988
H 4.8240 -0.8200 5.0787
C 5.2361 1.0690 -1.1744
C 0.6592 3.0352 -1.3735
C 2.8081 2.8263 0.3330
C -0.2405 -3.2517 -1.4814
H 6.8990 -0.8627 2.2296
H -3.9581 -2.0383 -0.0090
C -6.7266 -0.9548 -1.2787
H -6.7525 0.1897 1.0525
H -2.2946 -0.8527 -3.1215
C -6.5106 -1.6680 -2.4551
N 1.6232 2.3402 0.7187
C -7.5228 -2.6517 -2.9468
H 6.3889 -0.9343 0.5116
C -3.1410 -0.2805 -3.5268
H 0.9115 0.3361 2.3020
H 2.1136 -1.8790 -0.7331
C 1.8694 -1.9427 0.3395
H 2.3458 -1.0554 0.7393
C -1.8366 -2.2296 0.3017
H -5.1748 -1.9825 -4.1162
H -7.6318 -1.1319 -0.6960
H -2.5569 0.1139 2.7699
C -5.8002 -0.0048 -0.8263
H 3.8473 -2.1377 4.4498
H 7.9022 3.1606 -1.5728
H -2.4947 4.0931 -0.1394
H 0.8504 -1.0840 3.4152
C -4.3990 -0.5022 -2.7546
H -0.6622 1.6853 1.5699
H -1.1078 -3.2526 -2.1522
H -3.2786 -0.6338 -4.5484
H -8.1709 -2.9883 -2.1340
C 3.1017 0.1648 2.9864
C -0.5458 -2.4900 -0.2289
C 6.0656 1.8771 1.0085
C -2.3477 0.8752 -0.7200
H -0.0285 -4.2945 -1.2184
C 5.1529 1.1330 0.2265
Rh -0.9472 -0.4602 -0.2157
N -1.8785 2.0474 -0.2105
C -4.6353 0.2130 -1.5785
H 4.5112 0.4598 -1.7087
H -3.7334 -0.8487 1.8506
H -5.1412 0.8637 1.0576
C 6.1241 -1.1910 1.5426
C 4.2800 -0.6424 3.0495
C -2.7700 -0.8947 2.3747
H 5.9487 -2.2593 1.6735
C 0.5324 2.4592 -0.1120
C -6.0392 0.7439 0.4413
C -1.6880 -1.4270 1.4760
N -3.6381 1.1476 -1.1188
N 4.9258 -0.5396 1.8832
H 5.5879 -2.0098 3.9692
C 7.0525 2.6091 0.3439
H -3.0919 -2.8390 -1.3154
C 0.4126 -1.7971 0.5564
C -3.1340 -2.7198 -0.2332
C 2.9943 3.4416 -0.8924
C -0.3048 -1.1578 1.6334
C 4.6704 -1.4502 4.1910
H -4.7985 3.0207 -1.3031
C -0.6336 1.9819 0.4960
C 7.1357 2.5826 -1.0580

Summary:
* spin multiplicity: 5
* LUMO level (spin up / spin down): 2.5 / 2.5 eV
* net charge: -1
* energy relative to the best compared isomer or geometry (same formula, charge and spin): 3.017 eV
* HOMO level (spin up / spin down): -0.59 / -2.73 eV
* gap between HOMO and LUMO (spin up / spin down): 0.11340 / 0.19100 Eh

***

Entry 3:
Below is a molecular structure, C39H46CdOP2 at a distorted geometry, with properties calculated with ωB97M-V/def2-TZVPD.

Positions of all 89 atoms, in Å:
H -0.0818 1.3504 -5.5973
H 3.5795 0.1905 5.3137
H 2.3828 -0.5838 8.4653
H 4.3057 3.0483 -1.2829
H -1.1146 0.7824 1.8066
C 2.6956 0.4131 -7.5241
C -0.8879 2.4485 4.7070
H 3.8108 4.1334 -7.7270
H 0.4899 1.2142 9.9500
H -2.4512 1.5571 7.1443
H 0.2507 2.7296 -4.1579
C -2.0387 -5.4049 -7.2347
C 3.5115 3.0853 -7.6736
C 0.3964 1.2035 8.8517
C -2.5869 -4.1235 -7.1185
H 3.0183 -0.5190 3.7426
C 0.3263 0.4030 -5.2159
C -2.6986 -3.2743 -1.6347
C -0.2062 -4.7626 -5.7887
H -0.8780 -0.7405 10.1708
C -1.9320 -3.3162 -2.8038
H -0.4172 -6.7212 -6.6565
H -3.5673 -3.9296 -1.5369
H -0.4731 1.8140 8.5785
C 1.4747 -1.0140 8.9108
C 2.7191 1.2061 -6.3594
H 1.2863 1.6819 8.4245
H -1.4881 -0.6554 -5.5504
C -1.6311 1.4708 2.4967
O 0.0987 -0.3761 7.0113
H -0.9266 -0.9198 0.0948
H 3.7156 2.7383 -9.7954
C -0.4517 -0.7150 -5.1974
H -1.2219 -1.8008 8.7658
C -2.8792 1.5499 6.1273
H 0.5578 4.6886 -2.6916
C -1.9570 -3.1624 -6.3193
C 1.1537 2.8078 -3.5571
C -2.2431 2.6946 5.2890
C -0.8481 -5.7233 -6.5665
C -0.6293 2.0141 3.4670
C 2.7002 -0.0630 4.6939
C -0.8695 -2.4192 -2.9785
H 2.1190 0.8482 4.5000
H 1.4077 -2.0633 8.5948
H -2.5362 -6.1532 -7.8527
C -2.8524 0.7375 3.1132
H -2.1691 -4.0439 -3.5814
H -2.6235 -0.6149 6.3365
H 0.3788 -0.9235 -2.0284
C 0.2482 -0.2479 8.3983
H 4.0221 1.1081 -2.8193
H -2.0687 -1.0931 4.0170
H 3.2748 3.1275 -5.5270
H -3.6228 1.4691 3.3897
C -0.7745 -3.4792 -5.6373
C -1.0090 -0.7726 9.0793
H -1.8806 -0.1657 8.8028
C 2.4513 3.9935 -1.8885
C -1.2273 -1.5669 -0.7324
P 0.1175 -2.3028 -4.5421
H 0.3793 2.1131 3.0559
H -2.4049 -2.1755 -6.2322
P 2.0804 0.4088 -4.7963
C 3.0603 0.9610 -8.7530
C -0.4934 -1.5695 -1.9185
C -2.6780 0.1735 5.5750
H 1.5325 -0.9555 10.0113
H -2.1533 3.5482 5.9809
C 3.1842 2.5262 -6.4329
H 3.0381 0.3411 -9.6511
C 1.3210 3.9069 -2.7069
C 3.2769 1.9035 -2.7875
H -3.2814 0.1079 2.3110
H 0.7339 -4.9892 -5.2857
C 3.4537 2.3035 -8.8314
C 2.1514 1.8292 -3.6356
H -2.0145 2.3061 1.8862
C -2.3472 -2.4000 -0.5995
Cd 1.4532 -1.4658 5.6862
H -3.5087 -3.8582 -7.6428
C -2.5109 -0.1335 4.2864
H -3.9620 1.7679 6.2333
H 2.5685 4.8423 -1.2134
H -0.0638 2.6938 5.3817
H 2.3826 -0.6302 -7.4573
H -2.9430 -2.3712 0.3142
H -2.9322 2.9701 4.4824
C 3.4274 2.9878 -1.9265

Summary:
* spin multiplicity: 1
* LUMO level: -1.0 eV
* net charge: 0
* energy relative to the best compared isomer or geometry (same formula, charge and spin): 0.000 eV
* HOMO level: -7.87 eV
* gap between HOMO and LUMO: 0.25092 Eh

***

Entry 4:
Below is 10 unconnected molecules or ions with the total composition C39H46F42N11O29S14 at a distorted geometry, with properties calculated with ωB97M-V/def2-TZVPD.

Positions of all 181 atoms, in Å:
C -1.8045 2.9415 1.6046
F 4.4417 -1.9220 3.8766
H 2.7860 4.2788 6.7628
H -2.0079 -6.5775 -4.4697
H 3.1369 -1.0957 -2.3622
O -4.3269 2.5889 -7.0827
C -2.6280 8.1111 -4.5733
H -0.7142 -4.4997 -3.1177
O -3.1051 -6.2246 5.3937
N -1.4170 6.0638 -3.3143
O 2.2220 -1.0608 1.9484
S -2.8122 -3.1772 3.5217
H 4.0673 -0.0634 -4.7645
F 5.4000 3.6855 0.9529
C 2.3565 3.6604 5.9886
F -1.4819 -1.1922 4.7888
O 3.3772 4.4966 2.6884
H -1.1768 -6.2062 0.4447
H 0.7431 -6.0857 -2.9524
C 1.1142 3.9034 5.3577
N -6.2338 0.7589 -2.7650
F 6.5053 -1.6891 3.4229
N -3.9606 0.1554 -6.4122
H 5.0970 1.6363 -2.3730
O -1.8871 1.8735 -5.6550
H 4.6777 -1.0344 -2.2666
F -5.2964 1.4230 -9.9308
F 1.3563 3.6080 -1.6498
C 2.6439 1.1202 -3.5118
H -1.9487 -7.8657 -1.1702
H 1.7333 0.5932 -3.7967
C 4.2964 2.3373 6.6845
C -0.5072 3.1406 3.6872
F -1.1929 -2.0086 -1.9339
F 6.9122 7.2570 5.3656
N -2.8372 3.6177 2.0987
C -1.3318 -0.8114 -5.9897
N -3.5055 -3.6614 4.7395
F -1.3031 -0.8790 -7.3462
F -0.7092 2.9327 -1.9237
H 7.4603 1.6943 -1.9948
H -3.3724 -8.8425 -3.2712
H -2.0734 -11.4752 -4.0077
F -7.9354 0.7604 -5.3287
H 4.7446 3.3037 6.9151
C -1.6979 -5.0695 -1.1662
C 3.0453 1.2512 0.8485
H 0.1219 2.0653 1.9134
S -7.3156 1.8569 -2.8958
H 1.0535 -7.8975 -3.3003
F 0.3977 3.7530 -3.7054
F 1.5886 -0.5062 7.5889
C 0.6669 2.8866 4.5032
F -4.7096 -0.5018 -9.3471
O -6.8942 3.2511 -2.5613
O -0.1012 -0.3893 0.4405
F 1.9173 1.8556 0.6990
O -1.6285 8.1725 -2.0438
C 5.6153 7.5495 5.5611
O 0.6263 6.4131 -1.5808
F -8.3125 2.9078 -5.1846
F -3.7515 8.2315 -3.8938
F -3.3032 0.1538 -0.0906
H 6.9751 0.2999 -1.0744
S -5.3360 1.3607 -1.3428
O 3.5149 6.2549 0.9053
S -2.5571 0.5852 -5.3865
F 5.3247 8.7793 5.3825
H 4.0214 -1.8892 -3.4323
C -2.5325 -9.5291 -3.1646
H -2.9294 -6.7426 -3.0312
S -1.2170 7.5874 -3.3234
C -5.1672 0.6775 -8.8518
O 4.0075 -2.6995 7.9768
O -1.4825 5.2250 -0.8609
F 3.8759 1.7694 -0.0499
F -6.2147 -6.5316 3.9195
O 4.1587 -1.1918 0.4082
C 1.3453 1.6843 4.4476
H -1.5719 4.3119 5.0890
F 0.7370 -2.0596 -2.8371
S -3.7596 -5.3460 4.3774
H -1.7999 2.7939 0.5348
O 5.1614 4.9782 4.5888
C -1.2102 -8.8184 -3.5222
H -4.8105 2.9829 1.3222
H 0.3025 -6.8969 -4.4679
H -0.2350 -8.2974 -1.0531
O 6.9119 -0.0707 6.3280
F -2.2433 9.1973 -5.2581
C -0.1239 -1.3529 -2.0283
S 2.8394 -0.6331 0.6779
H 0.9372 0.8838 3.8485
F 5.4186 0.1880 3.7183
H -1.5460 -4.1107 -0.6704
O -2.7567 0.3914 -3.9590
C 0.2401 3.8069 -2.3568
H -2.5823 -9.9153 -2.1466
N 3.9448 -0.9994 -2.9607
O -1.4883 -3.6997 3.1712
H -4.5810 4.6961 1.7946
C -2.8179 -10.6909 -4.1443
C -2.5098 -1.3019 3.8333
H 0.2099 -5.7284 -0.6179
C 3.9204 0.3552 -3.7689
F -6.2540 -4.4831 4.4055
H -1.1506 -8.7003 -4.6041
F 3.5293 1.6787 2.0059
N -1.0103 -7.3867 -2.9132
S 0.6920 -1.3160 -0.3487
H 5.4934 1.8878 -4.0384
O -3.8363 -3.1485 2.4013
C -1.6505 -4.9427 -2.7783
F 5.3047 7.3145 6.7633
C -5.6770 -5.5641 4.7020
C 5.4903 -1.1244 4.0901
N 1.9349 -0.7029 -0.7701
F -2.0303 -0.7461 2.6445
O -2.6073 1.3138 -8.3067
C -4.3435 -0.2591 -0.8158
C -0.9335 -7.5232 -1.3707
O 3.1256 6.3185 5.0217
H -2.4340 -4.1988 -2.9228
N 4.6202 6.9657 3.1554
N 3.0382 2.4710 5.9196
C -7.4225 1.9635 -4.8345
H -2.7209 -5.0566 -0.7901
F -0.1767 -0.5689 -5.5552
H -0.4289 -9.5540 -3.3310
C -1.6429 3.8259 4.1271
C -0.6540 2.6723 2.3560
H -3.8106 -11.1012 -3.9592
O 6.2101 0.1084 -2.9362
O -3.4684 -5.8555 3.0700
H -2.7684 -10.3785 -5.1874
O -4.2612 2.3381 -1.5939
C -4.1095 3.8169 1.3555
H -3.7708 4.0110 0.3378
O 0.0310 8.0337 -3.8585
C 7.2674 0.6244 -2.0731
C -2.0090 -6.3025 -3.4149
O 5.2683 -0.8096 8.8765
F -5.7972 -5.7680 5.9883
F -6.2906 2.3268 -5.2783
F 6.5660 5.0102 2.4273
O 0.8229 -2.7264 0.1341
F 6.1707 5.7875 0.5558
S 4.4922 6.2929 4.4813
H 8.1919 0.1463 -2.3968
S -0.4907 5.5490 -1.8821
F 2.7288 0.7298 9.1150
F -0.3438 -0.0848 -2.4530
C -0.7947 -6.1491 -0.5745
F -6.3218 0.5569 -8.2363
C 5.6787 5.0029 1.4820
H 0.6493 4.8428 5.6184
H -3.6684 4.5151 3.7561
O -8.5976 1.5026 -2.2821
H 2.5381 1.3702 -2.4562
H 5.0950 1.8061 6.1667
S 5.8420 -1.0595 6.0385
F 2.1836 -1.3788 9.4747
C 2.5709 1.5280 5.0639
O 6.2393 -2.4429 6.3822
C -2.8088 4.0042 3.3482
S -3.8537 1.2735 -7.4987
S 4.2563 -1.2350 7.9126
F -5.1225 -0.9598 0.0561
S 4.0735 5.6537 2.0894
N 4.3117 -0.5749 6.5511
H 4.0951 1.7833 7.6013
H 2.7375 2.0617 -4.0531
F -3.6514 -0.7488 4.2546
H 3.0976 0.6008 4.8929
F -3.9365 -0.9633 -1.8088
C 5.1737 1.1225 -3.3312
C 2.4651 -0.4959 8.5643
F -2.6814 7.0993 -5.4465
O -6.2205 1.5921 -0.2024
C 0.4062 -7.0252 -3.3905
F -1.8376 -2.0240 -5.5710

Summary:
* spin multiplicity: 1
* LUMO level: 2.6 eV
* net charge: -3
* energy relative to the best compared isomer or geometry (same formula, charge and spin): 0.000 eV
* HOMO level: -2.92 eV
* gap between HOMO and LUMO: 0.20303 Eh